No. 1
Entry from OMol25: a structure of composition C31H50EuN3OP2 (ωB97M-V/def2-TZVPD).

The geometry in XYZ format:
```
88
Properties=species:S:1:pos:R:3:forces:R:3:lowdin_charge:R:1
C 2.460 0.412 0.479 0.593 0.352 0.105 -0.351
C 1.409 0.445 -1.613 0.078 1.002 0.513 -0.345
C 3.724 0.584 -0.090 -0.408 -0.400 0.537 -0.049
C 2.642 0.810 -2.215 0.579 -0.317 0.145 -0.040
C 3.806 0.843 -1.460 -0.473 0.275 0.030 -0.051
H 4.597 0.503 0.555 -0.106 -0.003 -0.312 0.113
H 2.665 0.990 -3.285 0.067 -0.174 0.085 0.112
H 4.776 1.060 -1.901 -0.259 -0.005 -0.082 0.115
N 1.327 0.551 -0.235 -0.240 -1.189 -0.678 -0.014
P 0.927 0.862 2.781 0.088 0.142 0.113 1.036
P -1.388 -0.116 -2.583 -3.444 1.474 0.120 1.014
C 2.349 0.035 1.965 0.325 -0.017 -0.607 -0.268
H 2.256 -1.064 2.075 -0.193 0.566 -0.362 0.091
H 3.297 0.284 2.461 -0.353 -0.083 -0.099 0.070
C 0.369 -0.085 -2.475 0.183 1.562 -0.539 -0.292
H 0.708 0.006 -3.529 0.393 -0.724 0.732 0.075
C -1.614 -1.504 -3.895 -0.065 0.613 -0.342 -0.651
C -2.504 1.513 -2.940 1.460 -0.834 -1.396 -0.672
C 0.583 -0.291 4.236 0.295 0.574 -0.051 -0.715
C 1.722 2.555 3.225 -0.284 -0.687 0.286 -0.680
C -2.634 -2.486 -3.297 -0.085 -0.060 -0.207 -0.099
H -3.615 -2.020 -3.134 0.252 -0.065 -0.003 0.074
H -2.762 -3.323 -4.002 -0.057 0.122 0.198 0.089
H -2.276 -2.894 -2.341 -0.121 0.091 -0.223 0.065
C -2.096 -0.962 -5.250 -0.081 -0.373 -0.296 -0.102
H -3.088 -0.496 -5.215 0.389 -0.118 -0.045 0.057
H -1.375 -0.254 -5.685 -0.216 -0.227 0.157 0.079
H -2.170 -1.812 -5.948 -0.035 0.206 0.103 0.090
C -0.321 -2.288 -4.182 0.025 -0.072 0.000 -0.094
H -0.574 -3.139 -4.835 0.003 0.251 0.182 0.096
H 0.427 -1.689 -4.713 -0.138 -0.099 0.107 0.082
H 0.139 -2.691 -3.275 -0.105 0.067 -0.304 0.054
C -3.960 1.074 -3.163 0.023 0.121 0.032 -0.094
H -4.375 0.560 -2.281 0.193 0.093 -0.194 0.068
H -4.578 1.969 -3.347 0.114 -0.182 0.065 0.092
H -4.098 0.412 -4.027 0.106 0.270 0.371 0.057
C -2.471 2.481 -1.745 -0.143 -0.051 -0.167 -0.177
H -2.996 2.089 -0.849 0.195 0.043 -0.416 0.017
H -1.448 2.829 -1.500 -0.148 -0.099 -0.105 0.055
H -3.030 3.387 -2.026 0.186 -0.159 0.079 0.099
C -1.902 2.208 -4.161 -0.488 0.816 -0.160 -0.117
H -1.974 1.609 -5.075 -0.011 0.128 0.370 0.058
H -2.442 3.149 -4.349 0.163 0.048 -0.175 0.081
H -0.843 2.458 -3.995 -0.248 -0.074 -0.013 0.080
C 0.946 3.187 4.394 0.194 0.248 -0.006 -0.097
H 1.354 4.195 4.573 -0.173 -0.239 -0.025 0.096
H -0.125 3.300 4.170 0.228 -0.100 0.089 0.064
H 1.061 2.621 5.330 -0.049 0.184 -0.346 0.071
C 1.578 3.440 1.970 0.068 -0.004 0.089 -0.104
H 2.080 3.004 1.094 -0.133 0.092 0.202 0.075
H 0.522 3.642 1.717 0.360 -0.080 0.097 0.020
H 2.053 4.411 2.179 -0.147 -0.177 -0.117 0.101
C 3.209 2.452 3.587 0.144 0.331 0.139 -0.089
H 3.542 3.442 3.939 -0.036 -0.247 -0.074 0.097
H 3.409 1.734 4.394 -0.075 0.191 -0.260 0.075
H 3.836 2.201 2.721 -0.189 0.061 0.207 0.077
C 0.308 -1.708 3.683 0.004 0.085 -0.002 -0.098
H 1.228 -2.223 3.375 -0.255 0.142 0.061 0.076
H -0.150 -2.315 4.478 0.117 0.184 -0.181 0.094
H -0.386 -1.698 2.827 0.170 0.019 0.167 0.067
C -0.678 0.206 4.967 0.060 -0.097 0.064 -0.103
H -1.550 0.225 4.296 0.189 -0.035 0.125 0.069
H -0.900 -0.490 5.789 -0.021 0.198 -0.163 0.093
H -0.555 1.208 5.396 -0.030 -0.271 -0.104 0.061
C 1.784 -0.320 5.186 -0.119 -0.341 0.442 -0.090
H 2.707 -0.648 4.687 -0.247 0.098 0.083 0.084
H 1.967 0.647 5.672 -0.072 -0.229 -0.171 0.069
H 1.567 -1.045 5.986 0.160 0.133 -0.105 0.095
Eu -1.082 1.227 0.557 0.474 -0.351 -0.653 1.325
C -1.949 3.571 1.792 -1.179 3.715 2.510 -0.014
O -2.212 4.505 2.420 0.929 -3.415 -2.329 0.090
N -1.245 -1.044 -0.163 4.112 -2.469 -2.490 -0.082
C -0.365 -1.488 -0.909 -2.219 -0.331 5.208 -0.339
C 0.451 -2.709 -0.848 0.557 0.313 -0.159 -0.227
C -0.152 -3.743 -0.137 -0.330 -0.668 0.103 -0.046
C 1.742 -2.863 -1.374 -0.483 -0.125 0.109 -0.032
C 0.468 -4.986 -0.035 0.213 0.425 -0.318 -0.061
H -1.141 -3.567 0.300 0.444 -0.144 -0.218 0.115
C 2.370 -4.102 -1.265 -0.202 0.063 0.134 -0.061
H 2.223 -2.028 -1.874 -0.076 -0.135 -0.045 0.112
C 1.730 -5.161 -0.619 -0.335 -0.128 0.145 -0.069
H -0.059 -5.797 0.465 0.290 0.104 -0.084 0.109
H 3.349 -4.244 -1.711 -0.086 0.000 0.114 0.110
H 2.195 -6.144 -0.574 0.026 0.239 -0.020 0.108
N -3.477 0.303 1.067 -0.264 -0.201 0.217 -0.049
H -4.065 0.245 0.229 0.244 -0.014 0.366 0.037
H -4.051 0.653 1.836 0.000 -0.280 -0.260 0.044
H -3.185 -0.661 1.273 -0.274 0.454 -0.094 0.022
```
Positions in Å, forces in eV/Å.

The value obtained for the orbital gap (spin up / spin down) is 5.294 / 5.329 eV. For the HOMO energy (spin up / spin down), the calculation gives -8.32 / -8.35 eV. Its multiplicity is 8. The LUMO energy (spin up / spin down) is -3.026 / -3.017 eV. Its net charge is +1. The calculation puts the energy at -77374.79606 eV. The largest force on an atom comes out at 5.670 eV Å⁻¹.

***

No. 2
Entry from OMol25: a cluster of 10 separate species, C22H67N11O10 in total (ωB97M-V/def2-TZVPD).

The geometry in XYZ format:
```
110
Properties=species:S:1:pos:R:3:forces:R:3:lowdin_charge:R:1
C -0.355 1.560 5.015 0.705 0.271 1.494 -0.071
C -0.971 2.560 6.051 -1.339 0.126 -2.264 -0.336
O -1.053 2.061 7.350 0.194 -0.501 0.361 -0.058
H -0.880 0.612 4.897 -0.434 0.141 0.459 0.065
H 0.608 1.316 5.464 0.322 -0.252 -0.374 0.071
H -0.191 1.911 3.996 -0.047 0.639 0.263 0.035
H -1.985 2.761 5.705 -0.403 -0.062 -0.181 0.095
H -0.563 3.571 6.056 0.934 -0.153 -0.260 0.112
H -1.831 2.499 7.704 0.071 -0.220 0.495 0.089
C -4.194 -0.410 -0.760 0.154 0.187 -1.271 -0.055
C -3.649 0.438 -1.940 -0.373 -0.553 1.267 -0.297
O -4.726 1.088 -2.652 1.386 -0.531 0.373 -0.062
H -3.332 -0.738 -0.179 -0.248 -0.028 0.182 0.034
H -4.681 -1.280 -1.200 -0.113 -0.100 0.320 0.081
H -4.901 0.118 -0.121 0.149 0.135 -0.101 0.082
H -3.059 -0.224 -2.575 -0.282 -0.231 -0.417 0.096
H -2.879 1.087 -1.523 -0.306 0.881 -0.114 0.084
H -4.412 1.049 -3.559 -0.444 0.272 -0.261 0.065
C 4.338 4.090 -0.153 0.497 -0.992 0.913 -0.076
C 4.381 2.755 0.656 -0.131 1.230 -0.359 -0.289
O 3.596 1.672 0.130 -0.006 0.211 0.300 -0.110
H 4.725 3.988 -1.167 -0.450 -0.038 -0.161 0.069
H 5.057 4.735 0.351 -0.022 0.191 0.055 0.073
H 3.361 4.563 -0.053 0.013 -0.096 -0.496 0.068
H 3.983 3.021 1.635 -0.245 -0.477 0.020 0.109
H 5.420 2.479 0.835 0.050 -0.351 -0.264 0.105
H 3.875 1.470 -0.767 0.244 0.241 -0.073 0.063
C 2.058 -5.918 1.328 2.991 0.477 1.334 -0.842
O 2.349 -4.840 1.740 1.629 4.464 0.811 0.045
N 0.895 -6.255 1.022 -6.788 -2.459 -2.177 0.203
N 2.885 -6.929 1.176 2.990 -3.212 -0.591 0.173
H 0.048 -5.744 1.224 0.251 -0.110 0.007 0.121
H 0.853 -7.215 0.711 -1.307 0.414 -0.090 0.127
H 2.471 -7.843 1.063 0.493 0.101 0.038 0.111
H 3.885 -6.954 1.319 -0.374 0.618 0.247 0.125
C -0.485 0.842 -4.911 -2.440 4.753 0.292 -0.735
O -0.058 -0.249 -4.962 1.608 -4.204 -0.391 0.057
N -1.491 1.357 -5.652 0.136 -1.561 -0.941 0.171
N -0.127 1.781 -4.025 1.532 -0.104 1.405 0.163
H -1.882 0.606 -6.203 -0.855 1.145 -0.590 0.117
H -1.757 2.316 -5.480 -0.755 -0.682 -0.710 0.114
H -0.328 2.745 -4.254 0.634 -0.162 0.646 0.114
H 0.624 1.438 -3.443 0.117 1.082 0.162 0.106
C -3.013 -5.242 0.992 -0.096 -3.690 -2.841 -0.809
O -3.678 -6.163 1.361 -2.264 -1.470 1.810 0.056
N -2.934 -4.075 1.510 -0.137 3.864 2.677 0.187
N -2.313 -5.430 -0.141 2.555 0.847 -1.301 0.150
H -3.664 -3.899 2.187 0.532 0.360 0.182 0.131
H -2.250 -3.389 1.224 -0.349 0.202 -0.051 0.060
H -2.517 -6.149 -0.820 0.080 0.197 0.477 0.118
H -1.569 -4.761 -0.278 -0.281 -0.171 -1.012 0.067
C -1.676 -3.175 -3.923 -0.265 0.581 -0.308 -0.814
O -2.174 -4.167 -3.534 -1.387 -3.730 1.664 0.077
N -0.743 -2.476 -3.311 2.780 1.234 2.174 0.168
N -2.045 -2.548 -5.008 -1.637 2.173 -4.436 0.172
H -0.364 -1.705 -3.841 0.501 0.032 0.525 0.050
H -0.219 -2.927 -2.574 -0.180 0.198 -0.260 0.084
H -2.791 -2.835 -5.625 0.126 -0.525 0.602 0.124
H -1.531 -1.759 -5.372 0.112 -0.185 0.276 0.069
C 3.162 -1.571 -2.386 0.867 -0.668 -0.224 -0.015
C 2.752 -2.858 -1.651 -0.759 2.258 -0.397 -0.340
C 4.046 -3.505 -1.065 2.299 -1.444 -0.112 -0.132
O 5.039 -3.915 -2.037 -2.281 0.944 -0.648 -0.122
C 4.529 -4.944 -2.987 0.317 0.000 2.147 -0.009
N 2.010 -2.418 -0.501 1.330 -1.404 -0.249 0.243
H 2.328 -0.878 -2.498 -0.025 -0.321 -0.584 0.086
H 3.707 -1.882 -3.278 -0.625 0.372 -0.513 0.099
H 3.951 -1.036 -1.856 -0.069 -0.044 0.561 0.087
H 2.193 -3.524 -2.308 -0.120 -0.263 0.327 0.144
H 3.921 -4.373 -0.417 -0.975 -0.039 0.031 0.123
H 4.420 -2.702 -0.429 0.806 -0.197 -0.226 0.139
H 4.276 -5.783 -2.338 0.306 -0.494 -0.134 0.090
H 5.344 -5.193 -3.666 -0.317 0.268 0.048 0.105
H 3.563 -4.730 -3.444 0.337 0.754 -0.452 0.086
H 2.466 -1.639 -0.049 -0.230 0.722 0.101 0.128
H 1.904 -3.158 0.179 -0.880 -0.670 0.792 0.095
C -0.607 8.100 0.960 -0.592 0.284 -0.547 -0.080
C -1.769 7.330 1.592 2.827 -1.964 -2.104 -0.459
C -1.454 5.761 1.545 -2.561 2.689 0.370 -0.154
O -2.596 5.240 2.264 1.850 -0.103 -0.011 -0.179
C -2.382 3.885 2.462 -0.769 -1.000 0.771 -0.143
N -1.794 7.852 2.904 -1.250 -0.230 1.119 0.035
H 0.197 8.225 1.686 0.028 -0.195 -0.096 0.082
H -1.045 9.080 0.776 0.475 0.325 -0.286 0.074
H -0.230 7.703 0.017 -0.038 -0.034 -0.016 0.072
H -2.678 7.506 1.017 -0.203 -0.213 -0.103 0.136
H -0.465 5.533 1.943 -0.132 -0.167 0.500 0.125
H -1.552 5.393 0.524 0.300 0.066 -0.300 0.113
H -3.196 3.500 3.076 -0.359 -0.121 -0.397 0.096
H -1.513 3.612 3.061 0.599 0.489 -0.031 0.068
H -2.306 3.359 1.510 -0.201 -0.272 -0.158 0.073
H -2.663 7.510 3.287 -0.140 -0.040 0.784 0.077
H -1.962 8.836 2.749 0.120 0.468 0.520 0.080
C -0.054 -1.795 2.641 2.730 1.266 -0.070 -0.043
C -0.597 -0.991 1.493 -0.323 1.541 1.963 -0.437
C 0.094 0.357 1.062 0.900 -0.034 0.406 -0.179
O -0.552 0.913 -0.033 -1.674 0.237 -1.878 -0.197
C -0.154 2.220 -0.471 0.499 0.202 1.116 -0.069
N -0.915 -1.850 0.407 -1.134 0.439 0.483 0.099
H 0.775 -2.390 2.258 -0.377 -1.124 0.181 0.060
H -0.803 -2.276 3.271 0.249 -0.259 -0.432 0.095
H 0.554 -1.110 3.232 -0.362 0.210 0.767 0.078
H -1.452 -0.568 2.020 -1.106 -0.089 -0.954 0.142
H 1.135 0.270 0.752 0.660 -0.513 0.317 0.106
H 0.068 1.065 1.891 0.061 -0.074 0.378 0.113
H -0.536 2.982 0.208 0.228 -0.034 0.481 0.062
H -0.517 2.593 -1.428 -0.470 -1.216 -0.255 0.072
H 0.934 2.280 -0.510 0.222 0.038 0.156 0.076
H -0.065 -1.918 -0.134 -0.018 -0.226 -0.961 0.045
H -1.651 -1.287 0.006 0.151 -0.534 -1.716 0.055
```
Positions in Å, forces in eV/Å.

The value obtained for the orbital gap (spin up / spin down) is 8.822 / 2.804 eV. For the HOMO energy (spin up / spin down), the calculation gives -11.08 / -11.06 eV. Its multiplicity is 2. The LUMO energy (spin up / spin down) is -2.257 / -8.256 eV. Its net charge is +1. The calculation puts the energy at -60755.53376 eV. The largest force on an atom comes out at 7.541 eV Å⁻¹.

***

No. 3
Entry from OMol25: the molecule C3H8N2S (ωB97M-V/def2-TZVPD).

The geometry in XYZ format:
```
14
Properties=species:S:1:pos:R:3:forces:R:3:nbo_charge:R:1
H 0.946 2.186 0.174 -0.282 -0.126 0.059 0.343
N 0.089 1.627 0.126 0.357 -0.138 0.061 -0.677
C 0.380 0.456 -0.261 -0.821 -0.933 -0.558 0.431
C 1.730 -0.111 -0.555 1.835 0.223 -2.622 -0.478
C 2.501 -0.648 0.600 -0.157 0.782 2.735 -0.596
N -0.649 -0.505 -0.518 1.162 -0.625 0.399 -0.777
S -2.170 -0.272 0.152 -0.516 0.373 0.486 0.199
H 1.653 -0.937 -1.327 -0.097 1.077 0.543 0.215
H 2.441 0.696 -0.973 -1.478 -1.021 0.127 0.221
H 3.484 -1.068 0.337 -0.572 0.020 -0.023 0.223
H 1.880 -1.364 1.199 0.784 0.359 -0.441 0.204
H 2.692 0.257 1.271 -0.056 -1.370 -0.487 0.205
H -0.385 -1.512 -0.463 0.165 1.444 -0.131 0.392
H -1.736 0.071 1.392 -0.324 -0.066 -0.147 0.096
```
Positions in Å, forces in eV/Å.

The value obtained for the orbital gap is 9.523 eV. For the HOMO energy, the calculation gives -8.82 eV. The LUMO energy is 0.699 eV. The calculation puts the energy at -17055.37026 eV. The SMILES is [H]/N=C(\CC)NS. The largest force on an atom comes out at 3.208 eV Å⁻¹.